(1)
# C9H28CdCl2N5O6P2SbSe4

A structure of composition C9H28CdCl2N5O6P2SbSe4 (ωB97M-V/def2-TZVPD, OMol25).

```
58
Properties=species:S:1:pos:R:3:forces:R:3:nbo_charge:R:1
Cd -0.516 -0.381 0.332 0.1 0.1 0.2 1.558
N 1.328 -1.794 0.600 0.0 0.0 -0.2 -0.914
C 2.352 -1.526 1.608 0.0 0.0 0.0 -0.221
C 2.728 -0.050 1.611 0.1 0.0 0.0 -0.230
N 1.660 0.871 1.971 -0.1 0.0 0.0 -0.460
C 1.996 2.218 1.498 0.0 0.1 0.0 -0.243
C 0.838 3.227 1.490 0.0 0.0 0.0 -0.220
N 0.039 3.315 0.279 0.0 0.0 0.0 -0.841
C 1.368 0.859 3.400 0.0 0.0 0.0 -0.229
C 0.248 -0.086 3.831 0.0 0.0 0.0 -0.221
N -0.895 0.072 2.956 0.0 0.0 0.0 -0.866
H 1.056 -2.769 0.563 -0.1 0.0 0.1 0.394
H 1.673 -1.558 -0.331 0.0 0.0 0.0 0.417
H 3.273 -2.092 1.414 0.0 0.0 0.0 0.173
H 1.982 -1.847 2.582 0.0 0.0 0.0 0.186
H 3.042 0.202 0.598 0.0 0.0 0.0 0.236
H 3.600 0.085 2.278 0.0 0.0 0.0 0.154
H 2.336 2.112 0.469 0.0 0.1 0.0 0.241
H 2.838 2.628 2.091 0.0 0.0 0.1 0.142
H 1.273 4.213 1.688 0.0 0.0 0.0 0.173
H 0.149 3.034 2.316 0.0 0.0 0.0 0.176
H 0.630 3.337 -0.547 0.0 0.0 0.0 0.376
H -0.561 2.502 0.170 -0.1 0.1 0.0 0.372
H 1.064 1.866 3.690 0.0 0.0 0.0 0.194
H 2.278 0.633 3.983 0.0 0.0 0.0 0.166
H 0.038 0.115 4.892 0.0 0.0 0.0 0.162
H 0.561 -1.130 3.770 0.0 0.0 0.0 0.186
H -1.266 1.015 2.940 0.0 0.0 0.0 0.375
H -1.659 -0.547 3.201 0.0 0.0 -0.1 0.391
N 0.410 0.280 -4.745 0.0 0.1 0.0 -0.708
C 0.057 0.333 -3.267 0.1 0.1 0.1 -0.652
C -1.163 1.220 -3.122 0.0 -0.1 0.0 -0.685
P 1.508 1.050 -2.387 0.0 -0.1 -0.1 2.402
O 2.706 0.200 -3.086 -0.1 -0.1 0.2 -1.063
O 1.683 2.483 -2.725 0.0 0.1 0.0 -1.162
O 1.317 0.607 -0.961 0.0 -0.1 0.0 -1.254
P -0.109 -1.474 -2.824 -0.5 -0.1 -0.3 2.422
O -1.028 -1.930 -4.066 0.1 -0.1 0.2 -1.095
O -0.837 -1.659 -1.537 0.5 0.0 -0.2 -1.200
O 1.278 -2.020 -3.019 0.1 0.0 0.0 -1.198
H 0.299 1.206 -5.153 0.0 0.0 0.0 0.421
H -0.225 -0.401 -5.181 0.0 0.0 0.0 0.457
H 1.384 -0.023 -4.832 0.0 0.0 0.0 0.451
H -0.893 2.253 -3.366 0.0 0.0 0.0 0.209
H -1.526 1.196 -2.093 0.0 0.0 0.0 0.284
H -2.000 0.869 -3.730 0.0 0.0 0.0 0.256
H 2.452 -0.759 -2.968 0.0 0.1 -0.1 0.529
H -2.003 -1.856 -3.836 0.0 0.1 0.0 0.540
Cl -3.442 -2.722 4.220 0.0 0.0 0.0 -0.099
C -3.186 -2.745 2.448 0.0 0.1 0.0 -0.392
Cl -1.468 -2.979 2.074 0.1 -0.2 0.1 -0.058
H -3.497 -1.782 2.048 0.0 0.0 0.0 0.262
H -3.744 -3.556 1.994 0.0 0.0 0.0 0.274
Se -3.748 -3.736 -0.818 0.1 0.2 0.2 -0.858
Sb -4.296 -1.355 -1.090 -0.1 -0.1 0.1 1.109
Se -2.851 0.487 0.183 -0.5 -0.1 0.1 -1.064
Se -4.119 -0.901 -3.506 0.0 0.1 -0.1 -0.897
Se -6.412 -0.812 0.005 0.1 0.0 -0.1 -0.856
```
Positions in Å, forces in eV/Å.

Output
Total charge: -2
HOMO: -1.14 eV



(2)
# C10H18NO2

A cluster of 2 separate species, C10H18NO2 in total (ωB97M-V/def2-TZVPD, OMol25).

```
31
Properties=species:S:1:pos:R:3:forces:R:3:nbo_charge:R:1
C -3.901 -0.521 -1.346 0.4 0.5 -1.0 -0.266
C -2.972 -1.315 -2.115 1.4 0.8 2.2 -0.020
C -3.518 0.017 -0.178 -1.1 -2.1 -1.3 -0.052
C -1.758 -1.699 -1.608 -2.1 0.6 -0.5 -0.335
C -2.308 -0.464 0.489 -0.6 0.3 2.3 -0.406
C -1.414 -1.303 -0.308 2.2 -1.2 0.9 0.590
C -1.609 1.209 2.384 -2.6 -1.0 -1.2 -0.607
C -1.507 0.778 0.916 0.9 2.5 -0.2 -0.364
C 2.532 -0.138 0.874 1.4 -0.5 -1.8 -0.245
C 3.965 0.169 0.486 0.3 2.8 -0.4 -0.090
N 2.218 -1.617 0.528 -1.8 4.4 0.7 -0.722
O -0.290 -1.611 0.202 -1.6 0.3 -0.7 -0.718
O 4.099 -0.072 -0.931 0.1 -0.2 1.0 -0.741
H -4.744 -0.213 -1.965 -0.2 0.2 0.8 0.233
H -3.202 -1.330 -3.127 -0.2 -0.9 -1.8 0.221
H -4.190 0.671 0.280 -0.6 1.1 1.0 0.224
H -1.047 -2.188 -2.190 1.1 -0.8 -0.9 0.234
H -2.633 -1.103 1.425 0.7 1.1 -1.5 0.297
H -1.437 0.358 3.008 -0.1 -0.4 0.7 0.205
H -2.644 1.609 2.464 0.3 -0.7 0.6 0.210
H -1.058 2.027 2.715 1.6 1.3 0.0 0.226
H -0.441 0.603 0.656 -0.7 0.3 0.0 0.205
H -1.919 1.697 0.341 1.0 -1.6 0.4 0.219
H 1.846 0.517 0.407 -0.7 0.3 -1.4 0.221
H 2.293 0.076 1.861 0.1 -0.3 2.3 0.227
H 4.302 1.275 0.703 -1.2 -1.9 -0.2 0.205
H 4.598 -0.406 1.122 0.9 -0.9 0.1 0.179
H 2.378 -2.082 1.395 0.5 -1.4 -0.1 0.434
H 2.672 -1.812 -0.343 0.8 -0.9 -0.2 0.449
H 1.151 -1.471 0.349 0.5 -1.4 0.0 0.487
H 4.927 0.323 -1.251 -0.4 -0.3 0.2 0.501
```
Positions in Å, forces in eV/Å.

Output
Total charge: +1
HOMO: -12.38 eV



(3)
# C13H4Br4ClO4Re

A structure of composition C13H4Br4ClO4Re (ωB97M-V/def2-TZVPD, OMol25).

```
27
Properties=species:S:1:pos:R:3:forces:R:3:nbo_charge:R:1
Re -0.002 -2.408 -1.369 0.0 1.3 0.0 1.795
Br -1.584 3.730 -2.974 -0.1 0.1 0.0 0.188
C -0.756 2.152 -2.388 -1.0 -0.8 0.3 -0.155
C 0.757 2.152 -2.387 1.0 -0.8 0.3 -0.159
Br 1.586 3.733 -2.965 0.1 0.1 0.0 0.188
C 1.621 1.163 -1.974 -0.6 0.8 -0.4 -0.194
Br 3.458 1.278 -1.874 0.3 0.0 0.0 0.217
C 1.019 -0.121 -1.501 -0.1 0.8 0.3 0.528
O 1.618 -1.352 -1.352 -0.2 -1.0 0.1 -0.600
C -1.020 -0.120 -1.500 0.1 0.8 0.3 0.468
O -1.621 -1.351 -1.349 0.2 -1.0 0.1 -0.590
C -1.622 1.164 -1.974 0.6 0.8 -0.4 -0.180
Br -3.458 1.280 -1.878 -0.3 0.0 0.0 0.218
Cl -0.001 0.985 4.678 0.0 -0.1 -0.1 0.075
C 0.000 -0.159 3.392 0.0 0.0 0.1 -0.036
C 0.001 -1.516 3.666 0.0 0.0 0.0 -0.190
C 0.001 -2.403 2.607 0.0 -0.1 0.0 -0.191
C 0.001 -1.951 1.299 0.0 0.3 0.4 0.231
O 0.002 -2.985 0.354 0.0 0.4 -0.9 -0.520
C 0.000 -0.571 0.986 0.0 0.0 0.1 -0.097
C 0.000 0.162 -0.348 0.0 -0.2 -0.3 -0.323
O -0.002 -0.396 -2.508 0.0 -1.2 0.4 -0.544
C 0.000 0.294 2.083 0.0 0.0 -0.2 -0.128
H 0.001 -1.870 4.687 0.0 0.0 0.0 0.255
H 0.002 -3.471 2.776 0.0 0.0 0.0 0.252
H 0.000 1.219 -0.105 0.0 -0.1 -0.1 0.262
H -0.001 1.364 1.918 0.0 0.0 0.0 0.231
```
Positions in Å, forces in eV/Å.

Output
Spin multiplicity: 2
Total charge: +1
HOMO (alpha / beta): -11.78 / -11.78 eV



Computed values of E_tot (unit: Eh) for the preceding records, in sequence: -12702.20665; -596.76007; -11632.80610.